This record from OMol25 describes one molecule with the formula C5H7NO at a distorted geometry. The level of theory is wB97M-V/def2-TZVPD.

Cartesian coordinates (Å):
O (1.8500, -0.6401, -0.9025)
C (1.1813, -0.3567, 0.2973)
C (0.5104, 0.9826, 0.4345)
C (-0.8845, 0.8583, -0.1312)
C (-1.0894, -0.5522, -0.6316)
C (-0.2150, -0.9702, 0.5568)
N (-0.6102, 0.5589, 1.2702)
H (1.3350, -0.2744, -1.6343)
H (1.8803, -0.5936, 1.0994)
H (0.9685, 1.9444, 0.6268)
H (-1.4789, 1.7349, -0.3561)
H (-0.7111, -0.7736, -1.6399)
H (-2.1151, -0.9129, -0.5579)
H (-0.6213, -1.0054, 1.5685)

The structure (SMILES) is O[C@H]1[C@H]2[C@H]3C[C@@H]1N23. As for the HOMO energy: -9.0 eV. The value obtained for the energy above the lowest of the compared OMol25 structures with the same formula, charge and spin is 119.4 kcal/mol.

This record from OMol25 describes a 2-piece molecular cluster, CH5N2O overall at a distorted geometry. The level of theory is wB97M-V/def2-TZVPD.

Cartesian coordinates (Å):
O (1.4640, -1.5409, 0.7915)
H (0.6829, -1.2733, 1.2841)
N (0.2868, 1.7284, -0.4495)
C (-0.5571, 0.8233, -0.0875)
N (-0.9578, -0.2552, -0.7922)
H (0.5897, 1.4556, -1.3879)
H (1.1759, -1.1142, -0.0427)
H (-0.9873, 0.8477, 0.9251)
H (-1.6972, -0.6714, -0.2409)

As for the HOMO energy: -2.7 eV. The value obtained for the energy above the lowest of the compared OMol25 structures with the same formula, charge and spin is 7.7 kcal/mol. Its net charge is -1.

This record from OMol25 describes a 8-piece molecular cluster, C24H42N2O31S10 overall at a distorted geometry. The level of theory is wB97M-V/def2-TZVPD.

Cartesian coordinates (Å):
C (-3.3114, 1.5797, 0.8083)
C (-2.3972, 0.5144, 0.7049)
C (-0.8774, 0.6399, 0.8622)
O (-0.1937, 0.8009, -0.3912)
S (-0.2682, -0.5643, -1.3177)
O (0.0203, -0.0865, -2.6477)
O (1.0548, -1.4943, -0.9281)
C (0.7095, -2.7821, -0.4051)
C (0.7525, -2.9106, 1.1479)
C (1.5504, -1.8174, 1.9050)
S (2.8611, -2.5298, 3.0017)
C (3.5758, -1.0044, 3.6748)
S (2.5699, 0.1371, 4.2678)
N (4.9705, -0.7914, 3.6579)
C (5.5629, 0.3686, 4.1635)
C (6.9039, 0.1320, 3.8892)
N (7.1400, -1.1004, 3.2805)
C (5.9408, -1.6226, 3.1575)
H (-3.7030, 2.0825, -0.0949)
H (-3.6115, 1.9122, 1.8227)
H (-2.8169, -0.4998, 0.5371)
H (-0.6661, 1.4952, 1.5368)
H (-0.5014, -0.2607, 1.3896)
H (1.3040, -3.5936, -0.8711)
H (-0.3405, -2.9870, -0.7218)
H (-0.2924, -2.8769, 1.5191)
H (1.1241, -3.9448, 1.3964)
H (2.0542, -1.0675, 1.2733)
H (0.8549, -1.2805, 2.5755)
H (5.1235, 1.2355, 4.6471)
H (7.7037, 0.8448, 4.1148)
H (5.7927, -2.6003, 2.6898)
C (5.1382, -1.1571, -1.9272)
C (4.1467, -2.0889, -2.5891)
O (4.9514, -3.0790, -3.2391)
S (6.2906, -3.3193, -2.3791)
O (6.0986, -4.4638, -1.5594)
O (7.4069, -3.1798, -3.2402)
O (6.1826, -2.0116, -1.4472)
H (5.5708, -0.4600, -2.6484)
H (4.6952, -0.5979, -1.1060)
H (3.5111, -1.5788, -3.3089)
H (3.5222, -2.5934, -1.8479)
C (1.7302, 1.1721, 8.5620)
C (0.4012, 1.2129, 9.2875)
O (-0.5124, 1.7742, 8.3428)
S (-0.0786, 1.3359, 6.8549)
O (-0.8590, 0.2157, 6.4727)
O (0.0262, 2.5032, 6.0566)
O (1.4073, 0.8162, 7.2149)
H (2.2075, 2.1549, 8.5502)
H (2.4136, 0.4439, 8.9936)
H (0.4377, 1.8171, 10.1910)
H (0.0550, 0.2069, 9.5373)
C (-5.2722, 4.0552, -4.1856)
C (-4.1552, 4.8566, -3.5508)
O (-4.7451, 5.4619, -2.3939)
S (-5.8698, 4.4826, -1.8076)
O (-5.3010, 3.7336, -0.7396)
O (-7.0763, 5.2135, -1.6635)
O (-6.0020, 3.5059, -3.0855)
H (-5.9459, 4.6982, -4.7571)
H (-4.8989, 3.2608, -4.8287)
H (-3.7574, 5.6144, -4.2197)
H (-3.3426, 4.2059, -3.2144)
C (-1.5532, 9.2620, -7.0296)
C (-0.8492, 8.9037, -5.7376)
O (-1.8543, 8.2701, -4.9402)
S (-2.8735, 7.4784, -5.9004)
O (-2.4847, 6.1125, -5.9407)
O (-4.1937, 7.8849, -5.5860)
O (-2.4325, 8.1631, -7.2876)
H (-2.1586, 10.1640, -6.9154)
H (-0.8585, 9.3957, -7.8559)
H (-0.4465, 9.7749, -5.2265)
H (-0.0477, 8.1811, -5.9096)
C (1.6160, -7.5968, -1.1038)
C (2.6229, -6.6739, -0.4518)
O (1.9477, -6.1523, 0.7001)
S (0.9316, -7.2726, 1.2697)
O (1.5734, -7.9503, 2.3364)
O (-0.3567, -6.6894, 1.3932)
O (0.9415, -8.2384, -0.0153)
H (0.8761, -7.0364, -1.6806)
H (2.0892, -8.3362, -1.7461)
H (2.9377, -5.8669, -1.1100)
H (3.5015, -7.2246, -0.1088)
C (-3.2999, -9.7683, -1.4991)
C (-3.3005, -11.2018, -1.9887)
O (-2.1724, -11.2867, -2.8652)
S (-1.0165, -10.2977, -2.3394)
O (-0.0893, -11.0544, -1.5791)
O (-0.6208, -9.4578, -3.4132)
O (-1.9194, -9.4396, -1.3207)
H (-3.7178, -9.0925, -2.2490)
H (-3.8427, -9.6500, -0.5639)
H (-4.2158, -11.4622, -2.5149)
H (-3.1434, -11.9027, -1.1652)
C (-2.2571, 8.8821, 1.0696)
C (-1.6316, 7.5254, 1.3255)
O (-2.7219, 6.6045, 1.2676)
S (-3.8150, 7.1369, 0.2050)
O (-3.6072, 6.4764, -1.0361)
O (-5.0792, 7.1670, 0.8426)
O (-3.2589, 8.6491, 0.0776)
H (-2.7478, 9.2672, 1.9668)
H (-1.5325, 9.6113, 0.7129)
H (-1.1355, 7.4712, 2.2919)
H (-0.9215, 7.2607, 0.5375)

As for the HOMO energy: -7.5 eV.

no.,DFT total energy (Eh)
1,-324.53420
2,-225.86005
3,-7363.09777